Below is a cluster of 2 separate species, C15H14Cl2FNO2 in total, with properties calculated with wB97M-V/def2-TZVPD.

Geometry (Å):
1 Cl 0.819 2.138 1.716
2 C 0.050 2.896 0.340
3 N -0.313 2.137 -0.637
4 F -0.302 -0.164 -0.403
5 C -0.905 2.518 -1.721
6 Cl -1.330 1.305 -2.909
7 C -1.147 3.901 -1.936
8 C -0.742 4.772 -0.918
9 C -0.133 4.293 0.252
10 H -1.612 4.195 -2.887
11 H -0.888 5.818 -1.028
12 H 0.234 4.892 1.088
13 C 4.384 -0.227 -1.009
14 C 3.296 -0.177 0.042
15 O 2.228 -1.044 -0.487
16 C 1.270 -1.295 0.442
17 C -0.031 -1.461 -0.328
18 C -1.193 -2.120 0.411
19 C -1.450 -1.833 1.749
20 C -2.570 -2.385 2.360
21 C -3.383 -3.298 1.673
22 C -3.035 -3.672 0.359
23 C -1.936 -3.096 -0.259
24 O 1.409 -1.118 1.625
25 H 5.117 0.552 -0.777
26 H 4.869 -1.216 -0.963
27 H 3.966 -0.065 -2.022
28 H 3.614 -0.608 1.008
29 H 2.901 0.849 0.184
30 H 0.034 -1.685 -1.371
31 H -0.783 -1.188 2.276
32 H -2.815 -2.083 3.377
33 H -4.278 -3.711 2.165
34 H -3.669 -4.407 -0.149
35 H -1.676 -3.411 -1.262

Properties
Gap between HOMO and LUMO ... 9.92 eV
Strongest force on any atom ... 3.23 eV Å⁻¹
2S+1 ... 1
SMILES ... CCOC(=O)[C@H](F)c1ccccc1.Clc1cccc(Cl)n1

Below is a cluster of 3 separate species, C15H14F3O9P in total, with properties calculated with wB97M-V/def2-TZVPD.

Geometry (Å):
1 O -5.840 1.411 -3.809
2 C -4.940 0.319 -4.108
3 C -4.082 -0.107 -2.833
4 P -4.905 -1.328 -1.654
5 C -5.761 -0.903 -4.769
6 F -5.920 -0.556 -6.128
7 F -5.023 -2.094 -4.780
8 F -6.989 -1.059 -4.133
9 H -6.196 1.250 -2.912
10 H -4.279 0.703 -4.957
11 H -3.075 -0.527 -3.155
12 H -3.912 0.852 -2.233
13 H -4.994 -2.640 -2.211
14 H -6.178 -0.866 -1.200
15 C -0.300 -3.059 1.002
16 C -0.945 -2.775 -0.131
17 C -0.814 -1.443 -0.788
18 O -1.404 -1.227 -1.832
19 C 0.026 -0.435 -0.137
20 C 0.668 -0.718 0.998
21 C 0.559 -2.059 1.641
22 O 1.175 -2.285 2.666
23 O 1.448 0.204 1.616
24 O -1.747 -3.687 -0.734
25 H -0.385 -4.022 1.488
26 H 0.099 0.533 -0.614
27 H 1.801 -0.243 2.412
28 H -2.093 -3.242 -1.530
29 C 3.888 1.910 2.813
30 C 4.582 0.973 3.460
31 C 6.032 1.148 3.764
32 O 6.626 0.278 4.374
33 C 6.686 2.376 3.305
34 C 5.992 3.313 2.653
35 C 4.536 3.148 2.374
36 O 3.933 4.032 1.793
37 O 6.581 4.454 2.219
38 O 3.996 -0.180 3.870
39 H 2.837 1.794 2.589
40 H 7.741 2.484 3.515
41 H 5.871 4.962 1.783
42 H 4.702 -0.689 4.312

Properties
Gap between HOMO and LUMO ... 6.98 eV
Strongest force on any atom ... 2.77 eV Å⁻¹
2S+1 ... 1
SMILES ... O=C1C=C(O)C(=O)C=C1O.O=C1C=C(O)C(=O)C=C1O.O[C@@H](CP)C(F)(F)F

Below is an isolated molecule of C15H14FN3O3, with properties calculated with wB97M-V/def2-TZVPD.

Geometry (Å):
1 O -1.939 -1.112 -1.974
2 C -0.921 -1.110 -1.321
3 N -0.709 -1.895 -0.229
4 H 0.066 -1.650 0.370
5 C -1.858 -2.446 0.459
6 H -1.609 -3.446 0.823
7 H -2.658 -2.518 -0.280
8 C -2.289 -1.540 1.628
9 C -2.382 -0.121 1.142
10 C -3.502 0.315 0.444
11 C -3.544 1.581 -0.109
12 C -2.447 2.409 0.042
13 C -1.323 2.011 0.740
14 C -1.301 0.741 1.287
15 H -0.426 0.422 1.837
16 H -0.486 2.683 0.847
17 F -2.468 3.640 -0.513
18 H -4.405 1.925 -0.660
19 H -4.344 -0.347 0.320
20 H -3.252 -1.886 2.005
21 H -1.555 -1.612 2.433
22 N 0.119 -0.261 -1.693
23 C 1.381 -0.073 -1.173
24 C 2.147 -1.127 -0.657
25 C 3.404 -0.887 -0.147
26 C 3.920 0.405 -0.153
27 C 3.188 1.456 -0.700
28 C 1.934 1.216 -1.209
29 H 1.358 2.023 -1.635
30 H 3.619 2.446 -0.710
31 N 5.223 0.652 0.390
32 O 5.808 -0.283 0.900
33 O 5.664 1.780 0.312
34 H 4.007 -1.690 0.248
35 H 1.775 -2.138 -0.706
36 H -0.196 0.436 -2.357

Properties
Gap between HOMO and LUMO ... 8.62 eV
Strongest force on any atom ... 1.34 eV Å⁻¹
2S+1 ... 1
SMILES ... O=C(NCCc1ccc(F)cc1)Nc1ccc([N+](=O)[O-])cc1

Below is a structure of composition C15H14FeN5O3, with properties calculated with wB97M-V/def2-TZVPD.

Geometry (Å):
1 Fe 0.396 1.469 -0.646
2 C -3.162 -5.317 -1.016
3 O -3.127 -3.891 -0.994
4 C -1.939 -3.278 -0.903
5 C -0.714 -3.973 -0.803
6 C 0.437 -3.244 -0.700
7 C 0.452 -1.830 -0.705
8 C 1.710 -1.148 -0.612
9 C 2.987 -1.897 -0.347
10 O 1.830 0.093 -0.763
11 C -0.799 -1.148 -0.825
12 O -0.906 0.164 -0.844
13 C -1.970 -1.895 -0.912
14 H -4.211 -5.584 -1.088
15 H -2.744 -5.731 -0.098
16 H -2.625 -5.706 -1.881
17 H -0.674 -5.050 -0.814
18 H 1.374 -3.779 -0.640
19 H 2.865 -2.638 0.441
20 H 3.760 -1.185 -0.075
21 H 3.307 -2.420 -1.251
22 H -2.917 -1.381 -1.000
23 N 0.333 2.027 3.632
24 C 0.377 1.117 2.656
25 N 0.428 1.749 1.500
26 C 0.406 3.059 1.847
27 N 0.349 3.281 3.134
28 C 0.435 4.074 0.786
29 C 0.474 5.439 1.028
30 N 0.497 6.319 0.035
31 C 0.475 5.838 -1.204
32 C 0.436 4.477 -1.463
33 N 0.418 3.593 -0.464
34 H 0.284 1.882 4.628
35 H 0.366 0.051 2.812
36 H 0.489 5.813 2.044
37 H 0.490 6.552 -2.017
38 H 0.414 4.097 -2.475

Properties
Gap between HOMO and LUMO (spin up / spin down) ... 7.35 / 7.23 eV
⟨S²⟩ ... 6.011
Strongest force on any atom ... 0.44 eV Å⁻¹
Total charge ... +1
2S+1 ... 5

Below is a structure of composition C15H14N2O6, with properties calculated with wB97M-V/def2-TZVPD.

Geometry (Å):
1 C -5.061 -2.649 -1.022
2 C -4.380 -1.504 -0.383
3 C -3.299 -0.603 -0.666
4 C -3.398 0.177 0.427
5 N -4.419 -0.220 1.126
6 O -5.173 -1.186 0.816
7 N -2.670 1.118 0.897
8 C -1.571 1.652 -0.188
9 O -1.336 1.174 -1.231
10 C -0.689 2.747 0.511
11 H -1.221 3.950 0.246
12 H -0.764 2.811 1.508
13 O 0.590 2.577 -0.169
14 C 1.298 1.750 0.284
15 O 0.933 0.839 0.940
16 C 2.463 1.563 -0.487
17 O 3.637 0.831 0.124
18 C 3.447 -0.428 0.273
19 C 4.382 -0.915 1.065
20 C 4.157 -2.344 1.405
21 C 3.248 -3.126 0.429
22 C 2.394 -2.391 -0.270
23 C 2.604 -0.999 -0.550
24 O 1.765 -0.476 -1.394
25 C 2.186 0.962 -2.126
26 H 1.417 1.255 -2.411
27 H 3.082 0.613 -2.541
28 H 1.851 -2.870 -1.072
29 H 3.131 -4.225 0.763
30 H 4.840 -2.926 2.091
31 H 4.962 -0.317 1.675
32 H 2.817 2.583 -1.003
33 H -2.711 1.735 1.641
34 H -2.791 -0.852 -1.475
35 H -6.192 -2.527 -1.332
36 H -5.018 -3.341 -0.451
37 H -4.535 -2.809 -2.199

Properties
Gap between HOMO and LUMO ... 7.76 eV
Strongest force on any atom ... 18.93 eV Å⁻¹
2S+1 ... 1

Below is a structure of composition C15H15AlBrF17KNO3, with properties calculated with wB97M-V/def2-TZVPD.

Geometry (Å):
1 N -2.704 -1.832 -2.937
2 C -2.464 -1.084 -1.686
3 C -3.159 0.263 -1.702
4 Al -1.974 1.535 -0.573
5 C -1.359 0.525 1.041
6 C -0.461 1.301 2.031
7 C 0.974 1.427 1.575
8 F 1.235 0.776 0.419
9 F 1.220 2.755 1.297
10 C 2.059 1.068 2.617
11 F 1.961 2.018 3.586
12 F 3.282 1.194 2.065
13 C 1.970 -0.292 3.381
14 F 1.112 -0.118 4.412
15 F 3.189 -0.518 3.914
16 C 1.501 -1.615 2.698
17 F 0.154 -1.573 2.607
18 F 1.815 -2.590 3.578
19 C 2.018 -2.098 1.288
20 F 1.161 -1.687 0.335
21 F 1.952 -3.456 1.325
22 C 3.459 -1.779 0.866
23 F 3.537 -0.540 0.350
24 F 4.264 -1.843 1.949
25 C 4.069 -2.766 -0.197
26 F 5.222 -2.167 -0.584
27 F 4.383 -3.941 0.368
28 C 3.250 -2.987 -1.495
29 F 2.289 -3.884 -1.314
30 F 2.720 -1.848 -1.915
31 F 4.087 -3.451 -2.430
32 C -0.452 2.174 -1.834
33 O 0.269 1.078 -2.437
34 O -0.478 0.632 -3.568
35 C -3.176 3.197 -0.172
36 C -4.477 3.092 -0.898
37 O -4.613 3.097 -2.092
38 Br -6.125 3.013 0.105
39 H -3.695 -1.787 -3.136
40 H -2.511 -2.810 -2.768
41 H -1.392 -0.975 -1.566
42 H -2.821 -1.652 -0.827
43 H -4.156 0.188 -1.285
44 H -3.159 0.655 -2.729
45 H -0.896 -0.397 0.719
46 H -2.241 0.238 1.606
47 H -0.549 0.856 3.013
48 H -0.853 2.302 2.123
49 H 0.308 2.711 -1.280
50 H -0.805 2.812 -2.676
51 H 0.004 0.978 -4.327
52 H -3.323 3.317 0.888
53 H -2.681 4.051 -0.619
54 K -2.941 2.439 -3.113

Properties
Gap between HOMO and LUMO ... 8.19 eV
Strongest force on any atom ... 5.16 eV Å⁻¹
2S+1 ... 1

Please write out number 1 again, unchanged.
Below is a cluster of 2 separate species, C15H14Cl2FNO2 in total, with properties calculated with wB97M-V/def2-TZVPD.

Geometry (Å):
1 Cl 0.819 2.138 1.716
2 C 0.050 2.896 0.340
3 N -0.313 2.137 -0.637
4 F -0.302 -0.164 -0.403
5 C -0.905 2.518 -1.721
6 Cl -1.330 1.305 -2.909
7 C -1.147 3.901 -1.936
8 C -0.742 4.772 -0.918
9 C -0.133 4.293 0.252
10 H -1.612 4.195 -2.887
11 H -0.888 5.818 -1.028
12 H 0.234 4.892 1.088
13 C 4.384 -0.227 -1.009
14 C 3.296 -0.177 0.042
15 O 2.228 -1.044 -0.487
16 C 1.270 -1.295 0.442
17 C -0.031 -1.461 -0.328
18 C -1.193 -2.120 0.411
19 C -1.450 -1.833 1.749
20 C -2.570 -2.385 2.360
21 C -3.383 -3.298 1.673
22 C -3.035 -3.672 0.359
23 C -1.936 -3.096 -0.259
24 O 1.409 -1.118 1.625
25 H 5.117 0.552 -0.777
26 H 4.869 -1.216 -0.963
27 H 3.966 -0.065 -2.022
28 H 3.614 -0.608 1.008
29 H 2.901 0.849 0.184
30 H 0.034 -1.685 -1.371
31 H -0.783 -1.188 2.276
32 H -2.815 -2.083 3.377
33 H -4.278 -3.711 2.165
34 H -3.669 -4.407 -0.149
35 H -1.676 -3.411 -1.262

Properties
Gap between HOMO and LUMO ... 9.92 eV
Strongest force on any atom ... 3.23 eV Å⁻¹
2S+1 ... 1
SMILES ... CCOC(=O)[C@H](F)c1ccccc1.Clc1cccc(Cl)n1